1.
The following is a DFT calculation (ωB97M-V with the def2-TZVPD basis set) of a gas-phase ion, C6H13N4 (charge +1).

The geometry in XYZ format:
```
23
Properties=species:S:1:pos:R:3:forces:R:3:nbo_charge:R:1
C -1.49398 -1.03922 2.12276 1.7285 0.9783 -2.5646 -0.05
C -2.02878 -0.88029 0.89388 2.9043 0.8845 1.0038 0.23
C -0.14763 0.00425 0.22596 -1.6729 -1.8371 1.8158 0.42
C 1.95635 0.10754 1.67922 -1.3417 0.3307 3.4088 -0.41
C -0.88084 0.27587 -1.96656 -1.7631 -0.7017 0.9503 -0.40
C 1.54343 0.63386 -1.51363 -1.0457 -2.4347 -0.4515 -0.41
N -0.13337 -0.73641 2.35258 -1.7844 -1.0389 1.3855 -0.40
N 0.61187 -0.25754 1.28884 -1.3339 0.0550 0.0007 -0.24
N -3.19944 -0.91715 0.29242 1.5257 -3.4369 -3.2304 -0.77
N 0.20813 0.30078 -0.97320 0.6299 0.4686 -1.9284 -0.42
H -1.96726 -1.49538 2.93819 -0.7907 -0.5060 0.9865 0.25
H 2.52635 -0.58190 2.30152 -0.4798 -1.0725 -0.6404 0.24
H 2.45609 0.33398 0.83346 1.9364 1.0866 -2.2274 0.22
H 1.85687 0.91003 2.43986 0.2128 0.4267 -0.9802 0.21
H -1.48534 -0.62426 -1.53778 0.5275 1.7737 -1.6735 0.21
H -1.53232 1.25104 -1.91834 1.3494 -1.8699 -0.3570 0.23
H -0.46192 0.04300 -2.97856 -0.5813 0.3579 0.9525 0.23
H 2.19874 -0.20498 -1.81455 -0.7507 -0.1392 0.2776 0.22
H 1.37406 1.20698 -2.36896 -0.1035 1.1107 -1.2317 0.23
H 2.03864 1.15802 -0.80693 1.6929 2.0107 1.9269 0.20
H -0.00113 -0.28924 3.26485 0.4060 0.0218 -0.6066 0.40
H -3.92726 -0.34118 0.51425 -1.9940 2.0090 0.7794 0.41
H -3.40203 -1.55425 -0.57172 0.7284 1.5227 2.4039 0.42
```
Positions in Å, forces in eV/Å.

## Properties
- Kohn-Sham gap: 9.30 eV
- Energy relative to the best compared isomer or geometry (same formula, charge and spin): 4.6138 eV
- Total energy: -12382.294 eV
- Total charge: +1
- F_max: 0.09641 Eh/bohr



2.
The following is a DFT calculation (ωB97M-V with the def2-TZVPD basis set) of a molecular structure, C30H39N3OPmS.

The geometry in XYZ format:
```
75
Properties=species:S:1:pos:R:3:forces:R:3:mulliken_spin:R:1
Pm 0.46803 0.07591 -0.17284 0.8803 0.9659 -1.2564 4.04
N 0.25415 0.37010 -2.48676 0.3817 0.2090 0.7108 -0.01
N -1.82661 -1.53866 -2.08230 0.8791 -0.7008 1.1491 0.00
C -0.85539 -0.05960 2.27301 0.1868 0.6955 -0.4759 -0.02
C -1.80813 0.52763 1.39147 0.8523 0.1824 0.2539 0.02
C -1.29317 1.78706 0.96629 0.5970 -0.4069 0.7601 0.02
C -1.93480 2.73292 0.01891 -0.0883 0.5621 -0.5429 0.00
H -2.66154 2.23410 -0.63533 0.1177 0.0846 0.1567 0.00
H -1.17273 3.18550 -0.63792 -0.3522 -0.2491 0.2263 0.00
H -2.43710 3.56796 0.53624 -0.0053 -0.2211 -0.0566 0.00
C -0.03156 1.99047 1.61629 -0.6160 -0.7623 0.0172 -0.01
C 0.84833 3.17760 1.48233 0.2874 0.5735 -0.0995 0.00
H 0.84427 3.79732 2.39439 0.0084 -0.1691 -0.1164 0.00
H 0.51191 3.81113 0.65368 0.1418 -0.1877 0.1537 0.00
H 1.89005 2.89577 1.27440 -0.1478 0.1180 -0.0166 0.00
C 0.26107 0.82587 2.38193 -1.0536 0.2961 -0.3550 -0.02
C 1.55811 0.52839 3.04879 0.2766 -0.0003 0.3197 0.00
H 2.40450 0.96004 2.49276 -0.1173 -0.0594 0.1413 0.00
H 1.72379 -0.55481 3.12738 0.0235 0.1427 0.0675 0.00
H 1.60040 0.94271 4.06628 0.1206 -0.1102 -0.0979 0.00
C -3.13669 -0.02979 1.02249 -0.4516 -0.1459 -0.0984 0.00
H -3.93381 0.37514 1.66639 0.1171 -0.1058 -0.1217 0.00
H -3.15614 -1.12156 1.11220 -0.0308 0.1041 -0.0104 0.00
H -3.39907 0.21025 -0.01353 0.0617 -0.0400 0.0657 0.00
C -0.97295 -1.36507 2.97289 0.0204 -0.4324 0.2836 0.00
H -0.10601 -2.01282 2.76970 -0.1695 -0.0402 0.0968 0.00
H -1.87370 -1.90817 2.66721 0.1968 0.0975 0.0532 0.00
H -1.02486 -1.23202 4.06627 0.0150 -0.0728 -0.2264 0.00
C 1.37818 1.34207 -2.58029 -0.1949 -0.5193 -1.8275 0.00
H 2.24004 0.87431 -3.11113 -0.0919 -0.5311 0.2563 -0.01
C 1.08316 2.53144 -3.45481 -0.7560 0.0273 -0.2777 0.00
H 1.89017 3.26072 -3.56348 -0.2962 -0.1778 -0.0917 0.00
C -0.13205 2.64806 -4.08162 1.3336 0.1251 0.5978 0.00
H -0.29824 3.49252 -4.75783 -0.0157 -0.1246 0.1633 0.00
C -1.18053 1.74069 -3.85418 -1.1932 -1.2605 0.3361 0.00
H -2.16663 1.87647 -4.30737 0.3257 -0.0293 0.0512 0.00
C -0.97210 0.59425 -3.01266 -0.0480 0.6984 -0.7916 0.00
C -2.02121 -0.33985 -2.71648 -0.5568 1.3041 -0.8568 0.01
H -2.96583 -0.25584 -3.25305 0.2409 -0.0221 0.1764 0.00
C -0.78519 -1.79606 -1.19250 -2.0111 -0.4723 -1.0249 0.00
C -2.66948 -2.66821 -2.21091 0.7251 1.5131 -0.2369 0.00
H -3.50445 -2.68334 -2.88092 -0.1604 0.1049 -0.0305 0.00
C -2.13510 -3.62882 -1.45990 1.1153 -1.0012 0.6109 0.00
H -2.43654 -4.65039 -1.32230 -0.0065 -0.0914 -0.0083 0.00
N -0.96148 -3.13256 -0.90155 -0.6802 -0.6491 0.0344 0.00
C -0.00864 -3.84842 -0.13716 0.0530 0.2069 0.5563 0.00
C -0.37751 -4.45920 1.07325 0.5976 0.1378 -0.1170 0.00
C 0.62883 -5.00533 1.88328 0.0950 -0.0602 -0.4523 0.00
H 0.34792 -5.46676 2.83567 0.1092 0.1103 -0.3090 0.00
C 1.97215 -4.96708 1.49678 -0.2990 0.1844 -0.1422 0.00
C 3.04335 -5.60576 2.32942 0.1817 -0.0314 0.1904 0.00
H 3.63998 -4.85420 2.86377 -0.1109 -0.1453 -0.0605 0.00
H 3.73081 -6.17391 1.69026 -0.1198 0.0537 0.1921 0.00
H 2.60186 -6.28399 3.06593 0.1597 0.0702 -0.0646 0.00
C 2.31671 -4.32506 0.30338 -0.3748 -0.0848 0.1183 0.00
H 3.36933 -4.25609 0.00868 -0.3561 -0.0865 0.0564 0.00
C 1.34058 -3.77571 -0.52939 0.0112 -0.1768 0.2355 0.00
C 1.74836 -3.16743 -1.83381 0.5385 0.3619 -0.4378 0.00
H 1.46054 -3.79542 -2.69218 -0.0182 0.1525 0.2918 0.00
H 2.84119 -3.06488 -1.84345 -0.1884 -0.0704 -0.1361 0.00
H 1.31519 -2.17096 -2.01798 0.0879 -0.3586 -0.0286 0.01
C -1.79875 -4.49778 1.53252 -0.4694 -0.0949 0.3911 0.00
H -2.32162 -5.39013 1.15882 0.0916 0.1927 0.0340 0.00
H -2.37804 -3.62041 1.22300 0.2119 -0.1712 -0.0626 0.00
H -1.82296 -4.54168 2.62861 -0.0464 -0.0330 -0.1994 0.00
C 1.17213 6.02214 -0.81313 0.2220 0.2660 -0.0078 0.00
S 0.23115 4.85690 -1.79227 0.3829 -0.0885 -0.0938 0.00
C -1.32277 5.73483 -1.89772 -0.4105 0.0941 -0.2159 0.00
O 1.78251 1.55507 -1.27808 -0.0654 -0.1151 1.7773 -0.01
H 0.52845 6.50631 -0.07333 0.2424 -0.0281 0.0517 0.00
H 1.61807 6.76139 -1.48541 0.0201 0.1080 0.3287 0.00
H 1.96698 5.45788 -0.31582 -0.1048 0.1694 -0.0138 0.00
H -1.57637 5.86564 -2.95428 -0.1226 0.0646 0.2271 0.00
H -2.09406 5.13195 -1.40998 -0.0512 0.2234 -0.0850 0.00
H -1.23958 6.71035 -1.41334 -0.1285 -0.0725 -0.0865 0.00
```
Positions in Å, forces in eV/Å.

## Properties
- 2S+1: 5
- Kohn-Sham gap (alpha / beta): 3.66 / 3.67 eV
- Total energy: -65649.574 eV
- Total charge: -1
- F_max: 0.04485 Eh/bohr



3.
The following is a DFT calculation (ωB97M-V with the def2-TZVPD basis set) of a molecular structure, C25H34N9O2SSe2Tl.

The geometry in XYZ format:
```
74
Properties=species:S:1:pos:R:3:forces:R:3:mulliken_charge:R:1
Tl 0.47626 0.01906 -0.11009 0.0677 0.4818 0.9393 0.82
N -1.59271 -1.81609 0.01007 0.5115 -0.6866 0.1438 -0.16
C -1.35676 -3.20563 -0.49131 -1.1530 0.4516 0.6364 -0.98
C 0.10208 -3.64005 -0.53039 0.8249 -0.0278 1.1437 -0.60
N 1.00220 -2.70378 -1.23749 0.6122 -1.3153 -0.9172 0.83
C 0.77165 -2.73641 -2.70633 -0.5699 0.7729 0.3810 -1.20
C -0.05479 -1.48883 -3.17530 1.7662 -0.7579 0.3903 -0.48
N 0.70375 -0.32991 -2.64156 -0.6386 0.2277 -1.5495 -0.44
C 2.45120 -2.99643 -1.02091 -0.7756 0.4074 0.5588 -0.76
C 2.86771 -2.81025 0.43510 2.4000 -0.5576 -0.3003 -0.91
N 2.59440 -1.47394 0.92757 -0.5810 -0.5592 0.3840 -0.14
H -1.80157 -1.78114 1.01181 0.0716 -0.0581 -0.5366 0.17
H -2.27890 -1.26163 -0.51481 0.1787 -0.6276 0.2614 0.12
H -1.79616 -3.27614 -1.48736 -0.0065 0.0168 -0.0610 0.29
H -1.91907 -3.95069 0.14329 0.5638 0.5735 -0.6217 0.43
H 0.15947 -4.67750 -0.93603 -0.0444 0.4289 -0.0280 0.25
H 0.44974 -3.73174 0.53621 -0.2398 0.2669 -0.9550 0.19
H 0.21070 -3.61454 -3.02184 0.0339 -0.3976 0.0663 0.32
H 1.76970 -2.78431 -3.23350 -1.0944 0.3080 0.3793 0.49
H -1.12427 -1.52298 -2.91593 0.5652 0.2240 0.3181 0.21
H 0.04808 -1.55768 -4.24197 -0.4509 0.2484 -0.8825 0.45
H 0.28424 0.56996 -2.93309 0.4918 -0.6913 0.0146 0.24
H 1.65339 -0.41213 -3.03615 -0.5908 0.4668 0.3103 0.16
H 3.00834 -2.28697 -1.64261 -0.0875 0.1331 0.1493 0.44
H 2.78335 -3.99114 -1.37275 -0.3754 -0.0186 0.1475 0.26
H 4.00604 -3.05485 0.41859 -1.4674 0.2759 0.1791 0.34
H 2.43605 -3.61251 1.06393 0.0122 0.7490 -0.1109 0.42
H 3.17041 -0.71656 0.60484 0.5504 -0.0615 -0.7733 -0.10
H 2.64742 -1.38344 1.92246 -0.2005 -0.3356 0.6790 0.13
Se 1.01034 0.63408 4.88571 -1.2556 0.3239 -1.6486 -0.20
Se -0.83128 0.69221 2.96455 0.7932 -1.0732 1.1289 0.10
C -1.25614 2.34256 2.13206 -0.8024 0.2758 0.8654 0.60
C -2.49815 2.77507 2.61262 1.1539 -0.6303 -0.1517 -0.48
C -2.99728 4.03985 2.20905 -2.0906 1.1380 0.4587 -0.29
C -2.63528 4.87683 1.22548 -0.1223 0.3745 0.5504 -0.45
C -1.02812 3.48700 0.07278 2.8464 0.6176 1.1087 -0.44
N -0.43512 2.80650 1.20946 -0.5882 0.1071 -1.5504 -0.53
C 0.66696 -1.23529 4.92214 -0.1061 -0.7167 0.3932 0.62
C 1.58594 -2.05248 5.58393 1.4985 0.2860 0.5582 -0.60
C 1.37037 -3.39718 5.78256 -0.2763 -0.6148 -0.5736 -0.34
C 0.21264 -4.00311 5.23901 -0.8528 1.4570 0.9262 -0.60
C -0.68292 -3.09047 4.66713 1.1860 0.2823 -0.6863 -0.30
N -0.44677 -1.75189 4.44262 -0.8298 -1.7986 0.3815 -0.30
H -3.02262 2.14929 3.34487 0.2930 0.6043 -0.2996 0.39
H -3.86357 4.49624 2.78482 0.9949 -0.9173 -0.6526 0.16
H -3.17645 5.81957 1.14791 0.2396 -0.1506 -0.2589 0.40
H -0.10428 3.83868 -0.50850 -1.2467 -0.6489 0.1668 0.16
H 2.53371 -1.60369 5.94933 -0.7697 -0.3187 -0.1885 0.29
H 2.12721 -3.96557 6.30717 -0.0572 -0.1041 0.0380 0.38
H -0.18911 -5.01269 5.45439 0.8592 0.5986 -0.2753 0.38
H -1.58904 -3.53687 4.27925 -0.3617 0.5517 -0.1309 0.36
O -1.61432 4.78856 0.34360 -0.2674 0.0621 -0.7417 -0.43
C -1.92362 2.69457 -0.83262 0.7157 -2.6919 2.2366 -0.13
N -2.00418 1.36515 -0.76640 -0.0152 1.3255 0.3677 0.23
C -3.09561 0.92053 -1.56641 0.7229 -0.6238 -0.5682 0.16
O -3.42208 -0.26597 -1.66153 0.1730 2.2881 -0.0278 -0.78
C -3.59729 2.15303 -2.28397 -0.2491 0.7535 0.5218 -0.17
C -4.64553 2.32448 -3.15576 0.1201 0.3908 -0.0964 -0.32
C -4.84125 3.64243 -3.68975 -0.2031 -0.4689 -0.0089 -0.48
C -4.08195 4.70392 -3.20891 -0.4283 -1.2898 -0.4888 -0.82
C -3.16296 4.51442 -2.17760 0.3771 -0.0682 -0.4260 -0.33
C -2.82615 3.26248 -1.75701 -3.0636 -1.1443 -2.3639 0.98
H -5.27875 1.45994 -3.40851 0.3368 0.5960 -0.1034 0.44
H -5.59756 3.80328 -4.48194 0.5725 -0.1028 0.5946 0.35
H -4.10232 5.66183 -3.68634 -0.4557 0.4462 0.0043 0.43
H -2.67891 5.36824 -1.81125 0.7858 0.9510 0.6238 0.60
N 5.81653 0.31982 -1.89068 -0.1260 -0.7466 1.0037 -0.45
C 5.50801 1.46952 -1.22222 -0.6052 -0.9516 0.1494 0.48
N 6.18055 2.55702 -1.66799 -1.3391 1.3958 0.5762 -0.45
S 4.33592 1.48753 -0.00158 0.8159 0.2552 -0.7845 -0.32
H 6.16177 0.30511 -2.82402 0.3492 0.2965 -0.3803 0.21
H 5.53772 -0.58037 -1.49805 -0.0345 0.8173 -0.1902 0.19
H 7.14726 2.51206 -1.93976 -0.0730 -0.0176 -0.1000 0.22
H 5.76172 3.45204 -1.34410 1.0116 -1.0540 -0.3037 0.25
```
Positions in Å, forces in eV/Å.

## Properties
- Kohn-Sham gap: 4.30 eV
- Energy relative to the best compared isomer or geometry (same formula, charge and spin): 2.0151 eV
- Total energy: -190199.822 eV
- F_max: 0.07847 Eh/bohr